No. 1
Below is a molecular structure, C41H42BN8OPdS, with properties calculated with wB97M-V/def2-TZVPD.

Total charge   +1
Energy relative to the best compared isomer or geometry (same formula, charge and spin)   25.0 kJ/mol
Orbital gap (spin up / spin down)   7.0 / 7.0 eV
DFT total energy   -2651.72785 a.u.

Element x y z (Å)
Pd  -1.093  0.365  -0.592
C  -5.376  0.298  -3.956
C  -4.547  0.854  -2.847
C  -4.755  1.988  -2.087
C  -3.682  2.052  -1.189
N  -2.888  1.011  -1.407
N  -3.409  0.274  -2.421
B  -2.695  -1.013  -2.920
N  -2.603  -1.977  -1.704
N  -2.114  -1.529  -0.531
C  -2.255  -2.483  0.380
C  -2.842  -3.600  -0.233
C  -3.068  -3.235  -1.545
C  -3.685  -4.022  -2.655
C  -1.798  -2.331  1.772
C  -1.642  -1.085  2.371
C  -1.173  -0.968  3.670
C  -0.857  -2.107  4.401
C  -1.031  -3.358  3.826
C  -1.500  -3.468  2.522
N  -1.283  -0.589  -3.422
N  -0.511  0.183  -2.640
C  0.603  0.485  -3.296
C  0.555  -0.132  -4.554
C  -0.663  -0.786  -4.605
C  -1.251  -1.610  -5.703
C  1.674  1.279  -2.667
C  2.993  1.121  -3.083
C  4.024  1.803  -2.449
C  3.751  2.661  -1.391
C  2.433  2.854  -0.992
C  1.408  2.168  -1.628
C  -3.414  3.067  -0.148
C  -4.303  4.127  0.018
C  -4.087  5.095  0.987
C  -2.974  5.024  1.814
C  -2.079  3.975  1.659
C  -2.302  3.013  0.688
H  -6.239  0.940  -4.120
H  -4.809  0.239  -4.885
H  -5.733  -0.705  -3.720
H  -5.579  2.674  -2.181
H  -3.290  -1.547  -3.809
H  -3.119  -4.535  0.226
H  -3.901  -5.030  -2.307
H  -4.616  -3.569  -2.996
H  -3.015  -4.091  -3.513
H  -1.943  -0.186  1.842
H  -1.072  0.012  4.121
H  -0.496  -2.020  5.418
H  -0.803  -4.253  4.391
H  -1.618  -4.448  2.076
H  1.282  -0.071  -5.347
H  -0.534  -1.696  -6.517
H  -1.497  -2.614  -5.355
H  -2.164  -1.161  -6.096
H  3.217  0.440  -3.895
H  5.044  1.665  -2.785
H  4.554  3.192  -0.898
H  2.202  3.565  -0.206
H  0.382  2.383  -1.350
H  -5.176  4.199  -0.615
H  -4.792  5.909  1.095
H  -2.806  5.778  2.571
H  -1.208  3.909  2.297
H  -1.579  2.204  0.594
C  2.494  1.480  5.266
C  1.810  1.082  3.963
C  2.829  0.950  2.839
N  2.225  0.506  1.574
C  1.789  -0.698  1.268
S  0.853  -1.001  -0.120
N  2.091  -1.765  2.070
C  3.328  -2.232  2.594
O  3.286  -3.096  3.428
C  4.600  -1.684  2.045
C  4.718  -1.224  0.736
C  5.952  -0.808  0.262
C  7.068  -0.859  1.087
C  6.954  -1.335  2.388
C  5.724  -1.754  2.864
H  1.772  1.567  6.076
H  3.003  2.441  5.168
H  3.238  0.736  5.558
H  1.059  1.827  3.683
H  1.297  0.126  4.083
H  3.618  0.263  3.128
H  3.304  1.910  2.635
H  1.988  1.216  0.891
H  1.357  -2.463  2.128
H  3.869  -1.226  0.063
H  6.043  -0.457  -0.758
H  8.033  -0.546  0.708
H  7.827  -1.393  3.025
H  5.616  -2.145  3.868

Atomic partial charges in e from the Löwdin method, atoms 1 to 6:
1. Pd 0.777
2. C -0.005
3. C -0.246
4. C 0.047
5. C -0.204
6. N -0.001

---

No. 2
Below is a molecular structure, C41H42Br2N5O3Ta, with properties calculated with wB97M-V/def2-TZVPD.

Total charge   +2
Energy relative to the best compared isomer or geometry (same formula, charge and spin)   0.0 kJ/mol
Orbital gap   6.3 eV
DFT total energy   -7291.72947 a.u.

Element x y z (Å)
Ta  -0.463  0.051  0.084
C  0.514  2.874  -3.295
C  -0.148  2.846  -1.919
C  -1.372  3.763  -1.902
C  0.772  3.217  -0.774
C  1.823  4.090  -1.014
C  2.594  4.569  0.031
C  2.332  4.160  1.325
C  1.310  3.264  1.618
C  1.124  2.854  3.065
C  0.559  4.002  3.911
C  2.459  2.407  3.668
C  0.519  2.807  0.547
N  -0.611  1.940  0.811
C  -1.611  2.387  1.664
O  -1.830  3.523  1.983
C  -2.444  1.231  2.126
C  -3.512  1.315  2.991
C  -4.267  0.166  3.215
C  -3.970  -1.005  2.526
C  -2.884  -1.001  1.675
N  -2.115  0.079  1.529
C  -2.512  -2.120  0.753
O  -3.171  -3.118  0.660
N  -1.380  -1.796  0.016
C  -0.793  -2.841  -0.810
C  -1.075  -2.878  -2.189
C  -0.346  -3.761  -2.981
C  0.602  -4.608  -2.438
C  0.742  -4.661  -1.063
C  0.020  -3.827  -0.210
C  0.084  -4.236  1.265
C  0.126  -3.145  2.326
C  -0.985  -5.288  1.598
C  -2.199  -2.131  -2.912
C  -3.539  -2.084  -2.178
C  -1.773  -0.780  -3.482
H  -0.123  2.380  -4.032
H  1.495  2.400  -3.295
H  0.646  3.901  -3.635
H  -0.498  1.800  -1.768
H  -1.041  4.787  -2.085
H  -1.875  3.758  -0.934
H  -2.080  3.498  -2.690
H  2.029  4.424  -2.021
H  3.397  5.266  -0.164
H  2.940  4.545  2.132
H  0.435  2.004  3.108
H  1.255  4.843  3.908
H  0.444  3.676  4.946
H  -0.400  4.360  3.547
H  3.103  3.265  3.862
H  2.998  1.731  3.006
H  2.295  1.905  4.621
H  -3.742  2.264  3.455
H  -5.106  0.194  3.898
H  -4.563  -1.904  2.617
H  -0.551  -3.801  -4.043
H  1.169  -5.276  -3.072
H  1.394  -5.406  -0.625
H  1.038  -4.761  1.346
H  -0.834  -2.645  2.471
H  0.881  -2.401  2.089
H  0.396  -3.589  3.285
H  -1.959  -4.844  1.778
H  -0.689  -5.820  2.503
H  -1.094  -6.019  0.798
H  -2.390  -2.749  -3.790
H  -3.574  -1.343  -1.381
H  -3.771  -3.051  -1.735
H  -4.329  -1.837  -2.888
H  -1.336  -0.128  -2.711
H  -2.619  -0.241  -3.914
H  -1.023  -0.913  -4.262
Br  3.029  -1.118  3.521
C  3.312  -0.853  1.696
C  4.606  -1.069  1.161
C  4.844  -0.978  -0.179
Br  6.580  -1.278  -0.827
C  3.788  -0.682  -1.090
C  3.902  -0.629  -2.491
C  2.788  -0.368  -3.247
C  1.561  -0.153  -2.621
N  1.400  -0.183  -1.303
C  2.518  -0.450  -0.544
C  2.303  -0.514  0.842
O  1.007  -0.261  1.167
H  5.409  -1.322  1.839
H  4.863  -0.802  -2.958
H  2.840  -0.326  -4.326
H  0.691  0.059  -3.217
N  -3.483  1.495  -1.333
C  -2.536  0.936  -1.000
H  -4.323  1.958  -1.634

Atomic partial charges in e from the Löwdin method, atoms 1 to 6:
1. Ta 1.931
2. C -0.058
3. C -0.391
4. C -0.044
5. C -0.149
6. C -0.012

---

No. 3
Below is a molecular structure, C41H42Br3N6O4PSYb, with properties calculated with wB97M-V/def2-TZVPD.

Total charge   +1
Energy relative to the best compared isomer or geometry (same formula, charge and spin)   0.0 kJ/mol
2S+1   2
Orbital gap (spin up / spin down)   7.9 / 7.9 eV
DFT total energy   -11837.42254 a.u.

Element x y z (Å)
Yb  -0.506  -0.215  -0.480
O  -1.174  2.761  2.350
C  -0.677  1.712  2.024
N  0.153  1.469  0.928
C  1.180  2.332  0.688
O  1.593  3.206  1.426
C  1.948  2.020  -0.584
C  3.072  2.768  -0.883
C  3.808  2.446  -2.012
C  3.405  1.371  -2.791
C  2.271  0.679  -2.420
N  1.540  0.999  -1.350
C  -0.935  0.458  2.813
C  -1.184  0.529  4.169
C  -1.258  -0.659  4.880
C  -1.096  -1.857  4.200
C  -0.897  -1.828  2.830
N  -0.816  -0.692  2.139
H  3.337  3.576  -0.216
H  4.690  3.017  -2.276
H  3.959  1.067  -3.671
H  1.930  -0.174  -2.995
H  -1.289  1.499  4.635
H  -1.431  -0.650  5.950
H  -1.130  -2.808  4.719
H  -0.793  -2.738  2.254
Br  3.401  -3.757  4.245
C  2.745  -2.729  2.821
C  2.747  -1.351  2.898
C  2.201  -0.657  1.834
N  1.689  -1.243  0.750
C  1.761  -2.572  0.662
C  2.271  -3.355  1.685
C  1.354  -3.173  -0.648
C  1.306  -4.545  -0.822
C  1.038  -5.040  -2.081
Br  0.926  -6.890  -2.351
C  0.875  -4.169  -3.139
C  0.918  -2.816  -2.857
N  1.109  -2.306  -1.637
H  3.141  -0.828  3.759
H  2.150  0.422  1.877
H  2.324  -4.430  1.606
H  1.470  -5.228  -0.002
H  0.711  -4.524  -4.149
H  0.801  -2.105  -3.667
C  -4.866  3.409  -0.175
C  -3.656  2.567  0.236
C  -4.140  1.249  0.850
P  -2.312  2.321  -1.038
C  -3.057  2.345  -2.735
C  -3.997  1.143  -2.924
C  -3.701  3.622  -3.281
C  -1.312  3.870  -0.903
C  -2.045  5.192  -0.661
C  -0.335  3.962  -2.085
H  -5.526  3.516  0.692
H  -5.449  2.929  -0.962
H  -4.595  4.410  -0.507
H  -3.118  3.105  1.014
H  -4.681  0.639  0.122
H  -4.816  1.461  1.684
H  -3.324  0.643  1.238
H  -2.175  2.159  -3.345
H  -4.982  1.346  -2.497
H  -3.616  0.236  -2.455
H  -4.146  0.949  -3.991
H  -4.607  3.895  -2.743
H  -3.983  3.448  -4.326
H  -3.026  4.477  -3.269
H  -0.731  3.688  0.001
H  -2.736  5.452  -1.462
H  -1.303  5.995  -0.592
H  -2.592  5.184  0.283
H  0.136  3.000  -2.310
H  0.465  4.674  -1.858
H  -0.832  4.307  -2.995
Br  -7.486  -4.667  2.083
C  -5.932  -3.871  1.380
C  -6.051  -2.917  0.379
C  -4.903  -2.318  -0.116
C  -3.652  -2.686  0.372
C  -3.553  -3.659  1.358
C  -4.694  -4.252  1.874
C  -2.435  -2.020  -0.148
O  -2.563  -0.903  -0.775
O  -1.283  -2.490  0.021
H  -7.027  -2.647  0.000
H  -4.974  -1.558  -0.887
H  -2.576  -3.966  1.710
H  -4.627  -5.007  2.645
S  -1.998  -1.192  -5.185
C  -0.982  0.176  -5.309
C  -0.497  0.487  -4.085
N  -0.899  -0.353  -3.064
C  -1.705  -1.275  -3.518
H  -0.814  0.682  -6.249
H  0.167  1.315  -3.869
H  -2.156  -2.043  -2.902

Atomic partial charges in e from the Löwdin method, atoms 1 to 6:
1. Yb 1.678
2. O 0.118
3. C -0.453
4. N -0.050
5. C -0.509
6. O 0.090

---

No. 4
Below is a molecular structure, C41H42BrN8O3P2ReSSe2, with properties calculated with wB97M-V/def2-TZVPD.

Total charge   +1
Energy relative to the best compared isomer or geometry (same formula, charge and spin)   169.5 kJ/mol
2S+1   2
Orbital gap (spin up / spin down)   6.2 / 6.0 eV
DFT total energy   -10787.26131 a.u.

Element x y z (Å)
Re  -1.933  -0.665  -1.222
N  -3.194  -1.503  0.414
C  -3.433  -2.934  0.309
C  -4.163  -3.071  -0.999
N  -3.298  -2.453  -2.007
H  -2.687  -1.282  1.272
H  -4.075  -0.989  0.428
H  -4.006  -3.338  1.147
H  -2.466  -3.434  0.266
H  -5.101  -2.516  -0.942
H  -4.403  -4.116  -1.199
H  -3.821  -1.884  -2.665
H  -2.775  -3.151  -2.523
Se  2.990  -2.630  3.668
P  3.041  -1.162  2.156
C  3.197  0.486  2.888
C  2.141  1.390  2.880
C  2.246  2.575  3.593
C  3.399  2.858  4.309
C  4.449  1.948  4.331
C  4.344  0.755  3.635
C  4.402  -1.474  0.997
C  4.399  -2.729  0.392
C  5.475  -3.118  -0.387
C  6.544  -2.252  -0.577
C  6.543  -1.001  0.016
C  5.478  -0.612  0.818
C  1.482  -1.139  1.220
C  0.936  -0.663  0.013
N  -0.382  -1.041  0.053
N  -0.600  -1.727  1.167
N  0.484  -1.800  1.857
P  1.436  0.373  -1.375
Se  -0.358  0.866  -2.532
C  2.215  1.880  -0.759
C  3.555  1.847  -0.385
C  4.156  2.992  0.107
C  3.420  4.161  0.236
C  2.083  4.193  -0.138
C  1.475  3.053  -0.642
C  2.605  -0.494  -2.433
C  3.603  0.194  -3.118
C  4.389  -0.485  -4.034
C  4.159  -1.829  -4.288
C  3.146  -2.505  -3.622
C  2.368  -1.844  -2.688
H  1.236  1.168  2.325
H  1.423  3.278  3.590
H  3.474  3.785  4.863
H  5.339  2.158  4.909
H  5.133  0.015  3.683
H  3.570  -3.405  0.568
H  5.487  -4.105  -0.830
H  7.388  -2.565  -1.178
H  7.383  -0.332  -0.122
H  5.501  0.346  1.322
H  4.124  0.934  -0.501
H  5.198  2.973  0.398
H  3.893  5.053  0.625
H  1.515  5.110  -0.055
H  0.441  3.073  -0.967
H  3.752  1.254  -2.955
H  5.174  0.039  -4.564
H  4.767  -2.348  -5.017
H  2.956  -3.550  -3.831
H  1.569  -2.364  -2.172
C  -3.404  1.386  4.387
C  -2.013  1.717  3.831
C  -2.055  1.910  2.353
N  -2.156  0.976  1.484
N  -2.210  1.407  0.187
C  -2.155  2.716  0.066
N  -2.117  3.396  -1.090
S  -2.025  3.506  1.621
H  -3.357  1.304  5.472
H  -3.753  0.437  3.982
H  -4.122  2.165  4.130
H  -1.324  0.903  4.061
H  -1.636  2.630  4.295
H  -2.641  2.975  -1.862
H  -2.205  4.398  -1.035
C  -1.388  -2.108  -3.946
C  -1.173  -2.217  -2.458
O  -0.552  -3.108  -1.935
H  -0.526  -1.587  -4.367
H  -2.282  -1.532  -4.183
H  -1.436  -3.104  -4.390
Br  -6.462  -1.284  -3.398
C  -6.595  -0.539  -1.651
C  -7.618  -0.976  -0.824
C  -7.732  -0.455  0.456
C  -6.850  0.527  0.887
C  -5.848  0.976  0.041
C  -5.689  0.427  -1.229
C  -4.486  0.841  -2.055
O  -4.385  1.992  -2.440
O  -3.637  -0.111  -2.289
H  -8.321  -1.716  -1.181
H  -8.519  -0.803  1.110
H  -6.947  0.948  1.879
H  -5.170  1.756  0.364

Atomic partial charges in e from the Löwdin method, atoms 1 to 6:
1. Re 1.294
2. N -0.065
3. C -0.199
4. C -0.169
5. N -0.020
6. H 0.060

---

No. 5
Below is a molecular structure, C41H42CoO6PSb, with properties calculated with wB97M-V/def2-TZVPD.

Total charge   -1
Energy relative to the best compared isomer or geometry (same formula, charge and spin)   13.7 kJ/mol
2S+1   5
Orbital gap (spin up / spin down)   6.8 / 4.8 eV
DFT total energy   -4003.42922 a.u.

Element x y z (Å)
Co  0.043  -2.800  0.706
O  2.598  -5.846  -0.552
C  2.173  -4.880  0.066
O  1.004  -4.717  0.560
C  3.157  -3.676  0.309
P  2.233  -2.554  1.413
C  3.073  -0.938  1.493
C  3.818  -0.418  0.440
C  4.265  0.897  0.474
C  3.962  1.710  1.554
C  3.207  1.204  2.604
C  2.760  -0.104  2.571
C  2.639  -3.277  3.045
C  3.892  -3.069  3.622
C  4.210  -3.659  4.834
C  3.282  -4.467  5.478
C  2.039  -4.683  4.905
C  1.713  -4.088  3.693
H  3.393  -3.213  -0.650
H  4.078  -4.040  0.764
H  4.040  -1.038  -0.420
H  4.847  1.287  -0.352
H  4.295  2.741  1.571
H  2.957  1.836  3.448
H  2.144  -0.488  3.377
H  4.616  -2.435  3.125
H  5.185  -3.493  5.276
H  3.528  -4.920  6.431
H  1.316  -5.317  5.402
H  0.740  -4.244  3.247
O  -1.779  0.549  2.380
C  -1.166  -0.470  2.098
O  -0.404  -0.684  1.127
C  -1.365  -1.817  3.033
O  -1.710  -1.658  4.176
O  -1.130  -2.853  2.352
C  -2.780  -3.505  -0.906
C  -1.958  -2.371  -1.519
C  -2.304  -2.213  -3.008
C  -0.463  -2.594  -1.311
H  -3.853  -3.346  -1.052
H  -2.583  -3.578  0.166
H  -2.502  -4.459  -1.360
H  -2.235  -1.431  -1.017
H  -1.955  -3.084  -3.568
H  -1.818  -1.327  -3.427
H  -3.386  -2.109  -3.157
H  0.094  -1.744  -1.728
H  -0.135  -3.509  -1.817
C  -4.553  0.488  -1.271
C  -4.472  1.991  -1.170
C  -5.609  2.762  -1.390
C  -5.579  4.143  -1.256
C  -4.403  4.773  -0.882
C  -3.263  4.013  -0.654
C  -3.279  2.634  -0.819
Sb  -1.517  1.431  -0.360
C  -0.863  1.203  -2.425
C  -1.770  1.389  -3.461
C  -1.400  1.185  -4.783
C  -0.106  0.784  -5.073
C  0.798  0.573  -4.042
C  0.435  0.762  -2.711
C  1.429  0.499  -1.613
C  -0.228  3.076  0.281
C  0.112  3.001  1.632
C  0.934  3.947  2.226
C  1.434  4.989  1.464
C  1.097  5.075  0.123
C  0.267  4.138  -0.491
C  -0.044  4.326  -1.953
H  -5.549  0.172  -1.580
H  -4.334  0.034  -0.301
H  -3.833  0.086  -1.988
H  -6.539  2.273  -1.659
H  -6.478  4.723  -1.428
H  -4.371  5.849  -0.764
H  -2.352  4.508  -0.336
H  -2.773  1.740  -3.244
H  -2.120  1.333  -5.578
H  0.197  0.624  -6.100
H  1.806  0.248  -4.273
H  2.388  0.184  -2.022
H  1.068  -0.277  -0.931
H  1.594  1.396  -1.013
H  -0.275  2.183  2.227
H  1.172  3.869  3.279
H  2.072  5.742  1.912
H  1.477  5.898  -0.473
H  0.029  5.381  -2.223
H  -1.039  3.970  -2.204
H  0.669  3.775  -2.570

Atomic partial charges in e from the Löwdin method, atoms 1 to 6:
1. Co 0.558
2. O 0.004
3. C -0.714
4. O -0.148
5. C -0.210
6. P 1.054

---

The highest total charge belongs to which entry? C41H42Br2N5O3Ta